Entry 1:
Entry from the Open Molecules 2025 dataset: 2 unconnected molecules or ions with the total composition C5H13N3O2 (ωB97M-V/def2-TZVPD).

The calculation puts the molecular weight at 147.2 g mol⁻¹. The electronic energy comes out at -513.033607 Eh. The total charge is 0. As for the HOMO energy: -9.10 eV. As for the relative energy (zero: lowest compared OMol25 entry of this formula, charge and spin): 1.679 eV. The spin multiplicity is 1. Its frontier orbital gap is 9.66 eV.

```
23
Properties=species:S:1:pos:R:3:nbo_charge:R:1
C 0.904 0.077 3.192 -0.621
C -0.050 -0.355 1.963 -0.278
N -0.377 0.793 1.075 -0.513
C 0.499 1.245 0.261 0.570
N 1.844 0.965 0.100 -0.826
N 0.067 2.262 -0.639 -0.893
H 1.871 0.283 2.802 0.192
H 0.884 -0.683 4.062 0.211
H 0.488 1.006 3.644 0.211
H 0.412 -1.320 1.722 0.182
H -1.062 -0.511 2.384 0.205
H 2.107 0.100 0.588 0.378
H 2.167 1.034 -0.826 0.397
H 0.252 3.230 -0.470 0.392
H -0.816 2.008 -1.064 0.396
C -0.596 -1.952 -1.984 -0.743
C -1.696 -1.069 -2.519 0.789
O -2.862 -1.422 -2.578 -0.580
O -1.150 0.120 -2.898 -0.696
H -0.139 -2.688 -2.698 0.252
H -0.944 -2.544 -1.056 0.242
H 0.080 -1.169 -1.549 0.230
H -1.883 0.588 -3.511 0.502
```

---

Entry 2:
Entry from the Open Molecules 2025 dataset: a molecular structure, C18H25N3O2 (ωB97M-V/def2-TZVPD).

The calculation puts the molecular weight at 315.4 g mol⁻¹. The electronic energy comes out at -1015.056886 Eh. The total charge is 0. As for the HOMO energy: -8.35 eV. As for the relative energy (zero: lowest compared OMol25 entry of this formula, charge and spin): 18.194 eV. The spin multiplicity is 1. Its frontier orbital gap is 8.87 eV.

```
48
Properties=species:S:1:pos:R:3:nbo_charge:R:1
C 5.091 3.248 0.229 -0.634
C 4.194 2.131 0.002 0.036
C 4.485 1.083 -0.743 -0.192
C 3.447 -0.053 -0.880 -0.248
C 2.163 -0.091 -0.425 0.051
C 1.800 1.148 0.514 -0.220
C 2.696 2.117 0.763 -0.214
H 2.518 3.149 1.045 0.204
H 0.836 1.367 0.839 0.200
C 1.120 -1.043 -0.353 -0.057
C -0.271 -0.213 -0.770 0.298
N -0.433 0.761 -1.614 -0.166
O -1.645 0.622 -1.846 -0.254
C -2.248 -0.137 -1.087 0.485
N -1.428 -1.019 -0.655 -0.526
C -3.828 -0.351 -0.992 -0.239
N -4.293 -0.405 0.268 -0.409
C -4.138 -1.503 1.069 -0.387
H -4.514 -1.252 1.878 0.185
H -4.547 -2.249 0.562 0.195
H -3.083 -1.642 1.084 0.181
C -4.054 1.039 1.115 -0.278
H -2.876 1.045 1.305 0.214
C -4.282 2.292 0.369 -0.152
O -5.473 2.413 -0.686 -0.707
H -6.039 1.892 0.150 0.457
H -3.470 2.223 -0.595 0.188
H -4.109 3.242 0.874 0.221
H -4.607 0.903 1.993 0.199
H -4.024 -1.314 -1.483 0.228
H -4.154 0.602 -1.776 0.226
C 1.385 -2.213 -1.392 -0.404
C 2.287 -3.117 -0.396 -0.407
H 3.273 -3.306 -0.766 0.218
C 2.117 -2.715 1.033 -0.400
H 2.061 -3.258 1.781 0.195
H 3.078 -2.090 1.129 0.198
C 0.956 -1.677 1.288 -0.365
H 0.001 -2.208 1.067 0.211
H 0.864 -0.866 1.948 0.226
H 1.944 -4.247 -0.343 0.200
H 0.339 -2.593 -1.312 0.236
H 1.816 -1.910 -2.149 0.194
H 3.615 -1.036 -1.394 0.199
H 5.191 0.944 -1.254 0.164
H 4.867 4.058 -0.429 0.227
H 5.227 3.433 1.230 0.223
H 6.145 2.797 -0.195 0.200
```

---

Entry 3:
Entry from the Open Molecules 2025 dataset: 2 unconnected molecules or ions with the total composition C2H11N3O (ωB97M-V/def2-TZVPD).

The calculation puts the molecular weight at 93.1 g mol⁻¹. The electronic energy comes out at -322.274665 Eh. The total charge is 0. As for the HOMO energy: -9.41 eV. As for the relative energy (zero: lowest compared OMol25 entry of this formula, charge and spin): 0.274 eV. The spin multiplicity is 1. Its frontier orbital gap is 10.31 eV.

```
17
Properties=species:S:1:pos:R:3:nbo_charge:R:1
N -0.260 1.330 -0.595 -0.837
C -0.720 2.315 -1.541 -0.045
N -1.509 1.836 -2.662 -0.857
H -0.879 0.545 -0.423 0.361
H 0.574 0.916 -1.003 0.349
H -1.349 3.031 -0.976 0.170
H 0.175 2.807 -1.962 0.154
H -1.600 2.487 -3.432 0.360
H -1.051 1.034 -3.101 0.345
N 0.233 -2.416 2.759 -0.859
C 0.843 -2.254 1.482 0.084
O 1.915 -1.303 1.437 -0.736
H 0.010 -1.577 3.268 0.366
H 0.679 -3.111 3.331 0.369
H 1.281 -3.227 1.223 0.170
H 0.129 -1.998 0.705 0.141
H 1.528 -0.418 1.490 0.464
```

---

Entry 4:
Entry from the Open Molecules 2025 dataset: 15 unconnected molecules or ions with the total composition C45H120O15 (ωB97M-V/def2-TZVPD).

The calculation puts the molecular weight at 901.4 g mol⁻¹. The electronic energy comes out at -2915.115574 Eh. The total charge is 0. As for the HOMO energy: -9.29 eV. As for the relative energy (zero: lowest compared OMol25 entry of this formula, charge and spin): 1.998 eV. The spin multiplicity is 1. Its frontier orbital gap is 9.74 eV.

```
180
Properties=species:S:1:pos:R:3:mulliken_charge:R:1
C 2.096 -2.308 -5.075 -0.900
C 1.805 -3.335 -3.997 0.632
C 2.718 -4.514 -4.118 -1.603
O 1.840 -2.768 -2.650 0.759
H 3.088 -1.832 -4.938 0.120
H 1.279 -1.517 -5.081 -0.068
H 2.046 -2.762 -6.073 0.528
H 0.797 -3.671 -4.133 0.400
H 3.746 -4.212 -4.152 0.321
H 2.462 -5.056 -5.014 0.512
H 2.517 -5.223 -3.290 0.183
H 2.585 -2.165 -2.706 -0.575
C 4.336 -1.430 -0.674 -1.432
C 4.472 -0.412 -1.780 1.270
C 5.752 -0.554 -2.566 -1.879
O 3.416 -0.572 -2.776 -0.031
H 5.188 -1.393 -0.008 0.880
H 4.314 -2.451 -1.031 0.581
H 3.463 -1.258 -0.028 -0.396
H 4.407 0.582 -1.306 0.030
H 5.815 -1.610 -2.827 0.406
H 6.639 -0.181 -2.024 0.371
H 5.753 0.082 -3.483 0.352
H 2.726 0.105 -2.726 -0.571
C 4.382 1.739 1.835 -1.468
C 2.946 1.654 2.427 1.963
C 2.825 0.383 3.276 -1.468
O 2.650 2.726 3.360 -0.671
H 5.094 1.605 2.627 0.402
H 4.513 2.645 1.232 0.396
H 4.455 0.817 1.239 0.188
H 2.233 1.738 1.545 -0.595
H 1.963 0.442 3.956 0.185
H 3.694 0.356 3.882 0.813
H 2.776 -0.481 2.648 -0.133
H 2.837 3.513 2.816 0.367
C -5.419 1.942 -1.570 -0.796
C -6.518 1.165 -2.260 0.348
C -6.322 1.264 -3.761 -1.084
O -6.586 -0.195 -1.829 -0.554
H -4.452 1.521 -1.755 -0.213
H -5.503 1.938 -0.447 0.263
H -5.328 2.971 -1.874 0.593
H -7.485 1.614 -1.994 0.297
H -7.175 0.905 -4.314 0.331
H -5.451 0.696 -4.102 -0.028
H -6.130 2.259 -4.108 0.451
H -5.889 -0.746 -2.259 0.447
C -1.990 2.130 -4.215 -0.708
C -2.243 0.656 -4.464 0.734
C -1.278 0.125 -5.527 -0.968
O -2.144 -0.116 -3.240 0.174
H -2.382 2.509 -3.299 -0.064
H -2.305 2.790 -5.049 0.436
H -0.882 2.290 -4.179 -0.140
H -3.290 0.628 -4.750 0.262
H -0.283 0.167 -5.080 -0.203
H -1.328 0.825 -6.372 0.434
H -1.527 -0.866 -5.930 0.322
H -1.186 -0.115 -2.982 -0.434
C 0.490 -2.037 6.118 -1.383
C 1.212 -2.862 5.106 1.140
C 0.952 -4.347 5.373 -1.579
O 0.800 -2.486 3.810 0.410
H -0.551 -1.996 5.864 0.133
H 0.838 -1.003 6.160 0.324
H 0.607 -2.470 7.115 0.415
H 2.274 -2.676 5.197 -0.040
H 1.500 -4.959 4.678 0.244
H -0.134 -4.462 5.253 0.324
H 1.230 -4.644 6.372 0.453
H 1.414 -2.913 3.137 -0.503
C -4.068 -1.302 3.481 -1.418
C -2.704 -1.996 3.787 0.824
C -2.671 -3.282 3.016 0.078
O -1.641 -1.158 3.411 1.314
H -4.879 -2.036 3.565 0.479
H -4.064 -1.005 2.451 0.148
H -4.243 -0.397 4.128 0.319
H -2.776 -2.218 4.867 0.326
H -1.690 -3.724 3.119 -0.169
H -2.876 -3.081 1.968 -0.785
H -3.455 -3.990 3.353 0.629
H -0.820 -1.679 3.574 -0.619
C -0.292 1.410 -0.457 1.762
C 0.697 0.296 -0.483 1.693
C 0.527 -0.776 0.550 -0.071
O 0.582 -0.284 -1.818 2.420
H -0.371 1.966 -1.389 -1.013
H 0.032 2.192 0.234 -1.030
H -1.273 1.073 -0.101 -0.591
H 1.714 0.745 -0.452 -0.514
H 1.293 -1.546 0.455 -0.831
H -0.454 -1.223 0.366 -0.592
H 0.602 -0.503 1.617 0.042
H 0.831 -1.226 -1.785 -1.046
C -3.542 -1.738 -0.536 0.595
C -4.093 -2.526 -1.658 0.367
C -5.355 -3.274 -1.236 -1.792
O -4.442 -1.640 -2.757 -0.657
H -4.199 -0.890 -0.384 0.253
H -2.554 -1.399 -0.831 -0.509
H -3.509 -2.366 0.328 -0.545
H -3.382 -3.296 -1.978 0.073
H -5.892 -3.712 -2.064 0.426
H -6.011 -2.537 -0.786 0.406
H -5.153 -3.994 -0.485 0.426
H -3.645 -1.140 -2.994 0.484
C -2.376 2.095 2.255 -0.146
C -1.889 2.495 3.676 1.306
C -2.554 3.797 4.190 -1.513
O -2.017 1.433 4.654 -0.698
H -1.991 1.126 1.990 -0.211
H -2.090 2.877 1.534 -0.190
H -3.470 2.014 2.295 0.448
H -0.810 2.742 3.615 -0.315
H -3.619 3.736 4.366 0.423
H -2.408 4.623 3.477 0.224
H -2.072 4.132 5.111 0.375
H -1.925 0.562 4.232 0.130
C 4.438 -3.170 3.616 -1.222
C 4.163 -3.665 2.217 1.510
C 4.460 -5.117 1.934 -1.411
O 2.743 -3.422 1.954 0.293
H 5.484 -3.095 3.844 0.541
H 4.025 -3.879 4.343 0.269
H 3.998 -2.199 3.758 -0.015
H 4.703 -3.020 1.513 -0.360
H 3.983 -5.725 2.700 0.338
H 5.516 -5.364 2.054 0.407
H 4.053 -5.486 0.976 0.215
H 2.439 -3.852 1.121 -0.168
C 0.235 -5.879 0.838 -1.610
C 0.526 -5.161 -0.477 0.752
C -0.655 -4.296 -0.804 -0.438
O 1.797 -4.359 -0.340 -0.611
H -0.028 -5.164 1.617 0.147
H 1.001 -6.546 1.171 0.411
H -0.653 -6.506 0.865 0.472
H 0.775 -5.840 -1.303 0.197
H -0.562 -3.649 -1.702 0.116
H -0.836 -3.625 0.056 -0.322
H -1.588 -4.912 -0.954 0.512
H 1.671 -3.708 -1.058 -0.212
C 0.177 4.836 1.460 0.582
C 1.186 5.690 2.141 0.223
C 1.004 5.791 3.610 -1.293
O 2.490 5.166 1.807 -0.569
H 0.421 4.719 0.411 -0.098
H -0.854 5.155 1.625 0.022
H 0.380 3.818 1.817 -0.650
H 1.185 6.727 1.768 0.358
H 1.794 6.288 4.170 0.389
H 0.924 4.713 3.932 0.256
H 0.041 6.218 3.868 0.393
H 3.149 5.706 2.246 0.279
C -1.102 4.994 -2.415 -0.368
C -2.475 5.616 -2.195 0.478
C -3.073 5.312 -0.813 -1.206
O -2.317 7.044 -2.416 -0.563
H -0.354 5.528 -1.795 0.462
H -0.869 5.139 -3.485 0.434
H -1.054 3.950 -2.126 -0.566
H -3.188 5.174 -2.917 0.166
H -4.153 5.554 -0.696 0.447
H -2.523 5.729 0.038 0.411
H -3.078 4.230 -0.516 0.036
H -3.155 7.482 -2.228 0.338
C 2.840 4.025 -1.834 -1.230
C 3.285 3.201 -3.017 0.990
C 2.081 2.401 -3.625 -0.836
O 3.834 4.099 -3.997 -0.641
H 2.415 3.417 -1.058 0.056
H 2.088 4.743 -2.195 0.235
H 3.640 4.656 -1.410 0.501
H 4.044 2.520 -2.632 -0.156
H 2.355 1.760 -4.474 0.507
H 1.422 3.204 -3.968 0.555
H 1.509 1.831 -2.881 -0.550
H 4.073 3.646 -4.820 0.373
```

---

Entry 5:
Entry from the Open Molecules 2025 dataset: a molecular structure, C3H4LiO2Yb (ωB97M-V/def2-TZVPD).

The calculation puts the molecular weight at 252.0 g mol⁻¹. The electronic energy comes out at -1432.214836 Eh. The total charge is +3. As for the HOMO energy: -23.71 eV. The spin multiplicity is 1. Its frontier orbital gap is 9.84 eV.

```
11
Properties=species:S:1:pos:R:3:nbo_charge:R:1
O 2.331 2.469 0.699 -0.849
Li 1.299 0.644 1.899 0.920
C 1.552 2.393 -0.328 0.507
C 1.792 1.131 -0.975 -0.801
H 1.215 3.309 -0.825 0.227
H 2.029 1.197 -2.045 0.348
H 0.907 0.495 -0.826 0.312
Yb 2.873 4.556 1.868 1.970
C 1.006 -1.092 3.400 0.369
O 0.902 -1.921 4.148 -0.305
H 2.985 1.147 -0.523 0.301
```

---

Sequential F_max output: 4.213, 14.343, 1.626, 2.711, 4.329 eV Å⁻¹